[1]
19
Properties=species:S:1:pos:R:3:mulliken_charge:R:1 method="wB97M-V/def2-TZVPD" fmax_ha_per_bohr=0.0154 relative_energy_kcal_mol=8.9 total_energy_ha=-708.2448 orbital_gap_ev=10.1 charge=0 smiles=OCCO.CCS
O -1.884 0.563 -0.678 -0.515
C -1.477 1.145 -1.921 -0.419
C -0.016 1.540 -1.879 -0.231
O 0.245 2.451 -0.823 -0.507
H -1.498 -0.337 -0.629 0.290
H -1.678 0.468 -2.773 0.299
H -2.110 2.045 -2.050 0.256
H 0.611 0.633 -1.780 0.166
H 0.270 2.045 -2.822 0.314
H -0.231 2.099 -0.042 0.339
C 0.471 -0.870 2.410 -0.880
C 1.434 -1.328 1.324 -0.420
S 0.687 -2.479 0.128 -0.231
H -0.415 -0.390 1.961 0.203
H 0.966 -0.143 3.075 0.289
H 0.137 -1.730 3.015 0.348
H 1.762 -0.471 0.705 0.250
H 2.338 -1.795 1.759 0.337
H 0.390 -3.448 1.020 0.114

[2]
19
Properties=species:S:1:pos:R:3:mulliken_charge:R:1 method="wB97M-V/def2-TZVPD" fmax_ha_per_bohr=0.0792 relative_energy_kcal_mol=36.9 total_energy_ha=-385.2630 orbital_gap_ev=10.0 charge=0 smiles=C[C@H](O)CCO.O
C -1.148 -1.648 -1.164 -1.320
C -0.269 -0.874 -0.237 0.588
O 0.496 -0.031 -1.138 -0.622
C 0.742 -1.717 0.453 -0.655
C 1.760 -1.036 1.339 -0.572
O 2.589 -0.151 0.574 -0.538
H -0.858 -1.352 -2.137 0.347
H -2.294 -1.614 -0.941 0.285
H -1.081 -2.731 -1.114 0.343
H -0.767 -0.181 0.499 0.311
H 0.079 0.820 -1.451 0.299
H 0.215 -2.627 0.982 0.321
H 1.193 -2.355 -0.366 0.325
H 1.326 -0.451 2.178 0.271
H 2.560 -1.712 1.746 0.283
H 1.989 0.596 0.188 0.337
O -3.449 4.499 0.332 -0.625
H -3.316 4.681 -0.610 0.320
H -2.647 4.048 0.527 0.305